# 1
Below is 2 unconnected molecules or ions with the total composition C8H18N at a distorted geometry, with properties calculated with wB97M-V/def2-TZVPD.

ORCA input file:
```
! RIJCOSX wB97M-V def2-TZVPD def2/J DEFGRID3
* xyz 1 1
C 0.449 -2.557 -0.970
C 0.758 -1.711 0.026
C -0.719 -0.517 2.439
C 1.695 0.384 0.965
C -1.656 0.014 -0.672
C -0.495 1.835 -0.096
C 0.502 0.758 -1.999
C 0.618 -0.305 0.209
N -0.285 0.503 -0.679
H 0.823 -3.609 -1.058
H -0.192 -2.272 -1.691
H 1.347 -2.159 0.672
H -1.649 -0.815 2.095
H -0.583 0.415 2.878
H -0.057 -1.269 2.729
H 1.187 1.078 1.762
H 2.446 0.876 0.325
H 2.375 -0.453 1.360
H -2.287 0.679 -1.098
H -1.680 -0.929 -1.157
H -1.948 -0.380 0.293
H 0.334 2.453 -0.519
H -1.431 2.382 -0.249
H -0.508 1.896 1.031
H -0.101 1.477 -2.526
H 1.601 1.037 -1.942
H 0.318 -0.175 -2.654
*
```

Calculated values
**Energy above the lowest of the compared OMol25 structures with the same formula, charge and spin**: 156.26 kcal per mole
**Lowest unoccupied orbital energy (spin up / spin down)**: -3.49 / -4.27 eV

***

# 2
Below is a molecular structure, C18H35Cl15F3InO5PS at a distorted geometry, with properties calculated with wB97M-V/def2-TZVPD.

ORCA input file:
```
! RIJCOSX wB97M-V def2-TZVPD def2/J DEFGRID3
* xyz -1 1
C 3.663 1.866 -0.379
C 3.844 2.319 -1.799
O 4.393 1.615 -2.608
O 3.482 3.553 -2.168
C 2.510 4.304 -1.405
In 0.404 3.712 -1.815
P -0.010 1.208 -1.913
O 1.285 0.489 -1.178
Cl -1.579 0.925 -0.541
S -0.911 4.933 0.057
O 0.036 5.361 1.089
O -2.060 4.197 0.568
C -1.707 6.545 -0.589
F -1.119 7.660 -0.081
F -3.028 6.597 -0.272
F -1.597 6.587 -1.954
H 3.560 0.786 -0.396
H 4.554 2.147 0.183
H 2.804 2.289 0.133
H 2.609 5.333 -1.756
H 2.738 4.328 -0.340
H -0.075 4.356 -3.372
H 1.375 -0.385 -1.585
Cl -0.152 -2.057 -1.878
C -1.833 -2.623 -2.005
C -2.013 -3.633 -3.107
Cl -1.819 -2.920 -4.730
H -2.460 -1.745 -2.146
H -2.083 -3.080 -1.048
H -3.019 -4.045 -3.062
H -1.298 -4.447 -3.017
Cl -1.873 -0.998 3.827
C -0.618 0.090 4.484
C -0.362 1.286 3.605
Cl 0.396 0.842 2.067
H 0.288 -0.498 4.615
H -0.967 0.419 5.462
H 0.322 1.962 4.118
H -1.280 1.824 3.377
Cl 3.646 -0.861 2.098
C 2.833 -2.197 2.933
C 3.361 -2.407 4.328
Cl 5.035 -3.030 4.342
H 2.944 -3.090 2.324
H 1.774 -1.938 2.982
H 2.747 -3.144 4.844
H 3.353 -1.479 4.894
Cl 3.644 -5.919 1.319
C 2.334 -6.547 0.286
C 2.464 -6.094 -1.143
Cl 2.161 -4.351 -1.352
H 1.388 -6.231 0.717
H 2.395 -7.634 0.328
H 1.724 -6.611 -1.752
H 3.454 -6.313 -1.534
Cl -3.539 -6.793 -1.870
C -4.869 -7.485 -2.835
C -4.777 -7.108 -4.291
Cl -5.083 -5.376 -4.565
H -5.805 -7.148 -2.399
H -4.802 -8.567 -2.735
H -5.529 -7.657 -4.855
H -3.796 -7.340 -4.699
Cl -3.695 3.069 -2.156
C -5.193 3.937 -2.540
C -6.057 4.121 -1.320
Cl -6.749 2.579 -0.741
H -5.717 3.392 -3.322
H -4.907 4.915 -2.926
H -6.898 4.771 -1.558
H -5.488 4.558 -0.503
Cl 3.075 2.183 3.442
C 3.603 3.697 4.222
C 4.113 4.709 3.229
Cl 5.670 4.211 2.513
H 4.364 3.453 4.960
H 2.733 4.105 4.735
H 4.290 5.657 3.734
H 3.402 4.868 2.422
*
```

Calculated values
**Lowest unoccupied orbital energy**: 1.67 eV

***

# 3
Below is a single C4H10O3 molecule at a distorted geometry, with properties calculated with wB97M-V/def2-TZVPD.

ORCA input file:
```
! RIJCOSX wB97M-V def2-TZVPD def2/J DEFGRID3
* xyz 0 1
C 0.531 -1.962 0.226
O -0.756 -1.457 0.047
C -0.809 -0.495 -0.954
C -0.672 0.794 0.034
O -0.130 0.576 1.359
C 0.360 1.756 -0.504
O 1.657 1.183 -0.446
H 0.675 -2.107 1.297
H 1.333 -1.309 -0.155
H 0.507 -2.900 -0.326
H -0.003 -0.594 -1.725
H -1.713 -0.781 -1.554
H -1.684 1.178 0.172
H -0.736 0.135 1.970
H 0.334 2.694 0.063
H 0.130 1.921 -1.554
H 1.859 1.046 0.492
*
```

Calculated values
**Energy above the lowest of the compared OMol25 structures with the same formula, charge and spin**: 62.60 kcal per mole
**Lowest unoccupied orbital energy**: 0.79 eV

***

# 4
Below is a molecular structure, C4H8O2, with properties calculated with wB97M-V/def2-TZVPD.

ORCA input file:
```
! RIJCOSX wB97M-V def2-TZVPD def2/J DEFGRID3
* xyz 0 1
C -1.454 -0.847 0.736
C -0.392 0.107 -1.151
C 0.385 0.812 -0.141
O -0.037 0.247 1.190
C 1.848 0.508 -0.254
O 2.376 -0.389 0.381
H -2.303 -0.247 0.436
H -1.470 -1.068 1.807
H -1.326 -1.739 0.138
H -1.049 0.706 -1.778
H 0.117 -0.695 -1.689
H 0.194 1.887 -0.085
H 0.700 -0.366 1.419
H 2.411 1.085 -1.009
*
```

Calculated values
**Energy above the lowest of the compared OMol25 structures with the same formula, charge and spin**: 133.27 kcal per mole
**Lowest unoccupied orbital energy (spin up / spin down)**: 0.65 / 0.64 eV